The following is a quantum chemistry calculation of a structure of composition C49H57BaCl2N6O3Si in a non-equilibrium geometry, from OMol25.

Its total charge is -1. The calculation puts the calculated total energy at -3691.12279 a.u. The value obtained for the maximum force is 2.552 eV/Å. The HOMO energy comes out at -3.400 eV.

Cartesian coordinates (Å):
Ba1 0.31 -1.09 1.24
C1 3.05 -3.94 0.90
C2 2.20 -3.77 -0.36
N1 0.74 -3.69 -0.06
C3 0.05 -4.88 0.48
C4 -0.83 -4.44 1.70
N2 -0.12 -3.63 2.69
C5 1.07 -4.20 3.39
C6 2.29 -3.33 3.22
N3 2.60 -2.89 1.84
H1 4.12 -3.72 0.54
H2 3.07 -4.96 1.29
H3 2.48 -4.59 -1.08
H4 2.45 -2.80 -0.81
H5 0.22 -3.55 -0.92
H6 0.68 -5.74 0.74
H7 -0.66 -5.36 -0.27
H8 -1.24 -5.39 2.16
H9 -1.72 -3.91 1.35
H10 -0.77 -3.36 3.40
H11 1.34 -5.23 3.10
H12 0.84 -4.19 4.46
H13 3.14 -3.90 3.65
H14 2.16 -2.47 3.90
H15 3.36 -2.20 1.93
Cl1 2.83 2.88 3.56
C7 1.14 2.83 3.99
C8 0.59 3.47 5.09
C9 -0.52 2.92 5.76
Cl2 -0.77 3.63 7.29
C10 -1.23 1.80 5.24
C11 -2.23 1.04 5.91
C12 -2.63 -0.19 5.43
C13 -2.16 -0.62 4.21
N4 -1.32 0.08 3.49
C14 -0.84 1.24 3.97
C15 0.35 1.85 3.29
O1 0.66 1.60 2.07
H16 1.06 4.35 5.49
H17 -2.65 1.46 6.80
H18 -3.27 -0.87 5.93
H19 -2.53 -1.58 3.83
C16 -2.85 -0.92 0.33
Si1 -3.97 -0.27 -0.92
C17 -4.30 -1.39 -2.40
N5 -3.09 -2.05 -2.91
C18 -2.31 -1.17 -3.85
C19 -0.95 -1.76 -4.28
C20 -1.15 -3.13 -4.92
C21 -2.03 -4.05 -4.05
C22 -3.31 -3.39 -3.55
C23 -3.47 1.41 -1.70
C24 -4.31 2.10 -2.60
C25 -3.95 3.29 -3.20
C26 -2.80 3.94 -2.72
C27 -1.94 3.29 -1.86
C28 -2.27 2.05 -1.34
C29 -5.75 0.10 -0.30
C30 -6.76 -0.88 -0.27
C31 -8.12 -0.51 -0.25
C32 -8.46 0.85 -0.34
C33 -7.44 1.83 -0.36
C34 -6.11 1.42 -0.23
H20 -3.01 -1.97 0.68
H21 -2.71 -0.25 1.20
H22 -4.72 -0.78 -3.23
H23 -5.09 -2.10 -2.08
H24 -2.17 -0.20 -3.33
H25 -2.87 -0.93 -4.78
H26 -0.31 -1.87 -3.37
H27 -0.49 -1.08 -4.99
H28 -0.17 -3.64 -5.02
H29 -1.59 -3.05 -5.91
H30 -1.42 -4.44 -3.22
H31 -2.35 -4.90 -4.67
H32 -3.80 -4.06 -2.81
H33 -4.05 -3.27 -4.40
H34 -5.27 1.64 -2.80
H35 -4.65 3.79 -3.87
H36 -2.59 4.95 -3.08
H37 -1.00 3.74 -1.60
H38 -1.59 1.56 -0.62
H39 -6.50 -1.92 -0.37
H40 -8.90 -1.27 -0.24
H41 -9.47 1.17 -0.42
H42 -7.65 2.91 -0.46
H43 -5.35 2.18 -0.03
C35 6.89 5.35 1.75
C36 6.74 3.97 1.28
C37 7.83 3.09 1.44
C38 7.77 1.75 1.01
C39 6.62 1.36 0.40
C40 5.52 2.21 0.24
N6 4.34 1.69 -0.28
C41 3.94 1.72 -1.60
C42 4.63 2.44 -2.57
C43 4.12 2.46 -3.87
C44 2.85 1.94 -4.14
C45 2.05 1.46 -3.14
C46 2.67 1.14 -1.92
C47 1.98 0.18 -0.96
O2 0.82 -0.21 -1.29
O3 2.59 -0.21 0.11
C48 5.61 3.55 0.64
C49 4.34 4.36 0.34
H44 7.83 5.52 2.24
H45 6.15 5.70 2.47
H46 6.83 6.05 0.87
H47 8.78 3.53 1.79
H48 8.66 1.17 1.14
H49 6.58 0.33 -0.01
H50 3.87 0.89 0.22
H51 5.53 3.06 -2.31
H52 4.64 2.98 -4.68
H53 2.51 1.98 -5.18
H54 1.01 1.29 -3.37
H55 3.50 3.68 0.44
H56 4.34 4.68 -0.70
H57 4.21 5.23 0.95

Atomic partial charges in e from the Löwdin method, atoms 1 to 99: 1.841, -0.200, -0.207, -0.136, -0.200, -0.223, -0.144, -0.201, -0.250, -0.137, 0.138, 0.108, 0.125, 0.103, 0.097, 0.103, 0.126, 0.119, 0.096, 0.078, 0.116, 0.118, 0.118, 0.123, 0.113, 0.672, -0.603, -0.153, -0.670, 0.651, -0.168, -0.016, -0.068, -0.185, 0.023, -0.142, -0.408, -0.215, 0.089, 0.085, 0.090, 0.104, -0.335, 0.541, -0.250, -0.195, -0.182, -0.185, -0.220, -0.206, -0.218, -0.250, -0.127, -0.101, -0.114, -0.103, -0.085, -0.240, -0.103, -0.106, -0.110, -0.084, -0.145, -0.081, -0.089, 0.081, 0.069, 0.112, 0.116, 0.111, 0.106, 0.104, 0.098, 0.098, 0.106, 0.113, 0.123, 0.097, 0.093, 0.096, 0.098, 0.096, 0.086, 0.089, 0.072, 0.099, 0.110, -0.071, -0.269, -0.049, -0.098, -0.032, -0.225, 0.063, -0.192, -0.040, -0.099, -0.128, -0.032